Below is C43H57BBrKN11O4 as an isolated structure, with properties calculated with ωB97M-V/def2-TZVPD.

Cartesian coordinates (Å):
C: 1.51117 7.05749 -5.07515
K: 0.60005 -0.14321 -0.69113
H: 4.48511 -0.91479 2.49850
H: -0.37486 2.36843 0.92537
N: 4.03916 5.68192 -3.02277
H: 1.57620 8.03343 -4.61063
H: -1.57872 0.14786 6.68804
H: 0.58630 -2.72485 5.54887
H: 1.20972 -1.33636 6.45038
H: 3.43289 -0.03643 0.31687
H: -2.18719 -6.37678 3.14758
O: 1.99403 0.68362 -2.23577
C: -0.45218 -0.86759 5.13276
H: -5.04689 0.22603 -3.08696
H: 1.00361 -2.54898 -2.41763
H: -0.89117 5.88712 -1.74577
H: 5.44760 0.56727 2.67167
C: 1.58152 3.01015 -2.07175
C: 0.48377 1.27113 -4.71486
H: -4.61445 -3.07209 4.20080
H: -0.14441 7.57161 -6.33847
H: -5.19025 -0.01050 0.88897
C: 3.85323 2.13964 -2.26944
H: -2.04800 -0.50175 -2.63839
H: 3.04561 4.03547 -5.02136
C: 3.33656 0.90445 2.26049
H: 1.25519 -4.81661 3.44544
C: 2.02904 0.29655 2.68513
C: -0.31608 -4.11580 1.34712
C: -0.73139 -4.86514 2.58181
C: -4.28150 -2.75794 3.20851
H: 1.45514 6.39544 -2.33879
C: 1.13511 5.37093 -2.19817
C: 0.23358 -4.47224 -2.97341
O: 0.08809 2.35649 -4.66417
C: -1.82511 -5.88313 2.24270
N: 0.31321 2.76171 -1.68645
C: 2.50987 -4.01492 -1.99722
N: 0.08818 -2.45359 -0.06072
C: 3.46037 4.51374 -2.56889
C: 4.48328 0.10370 2.89225
N: 0.68935 0.08564 -4.90146
H: 2.58995 -5.03272 -1.60958
C: 2.34271 4.81167 -5.29575
H: -2.66646 -5.38946 1.75493
H: -0.80517 -4.14216 -3.01706
H: -3.43808 -3.38133 2.91122
N: 1.61293 -0.90908 -4.65044
C: 1.59114 0.20387 4.01561
C: -3.23211 -0.02557 -0.18312
H: -1.55737 1.11123 -2.10428
H: 4.53518 1.29851 -2.28183
O: 2.70856 -0.53907 -4.40552
C: 3.50280 0.96331 0.75021
H: 0.25062 -5.50516 -2.61931
H: -4.47562 -1.25627 -2.29708
H: -5.61988 -0.19620 -1.46890
C: 2.05979 4.31708 -2.33104
H: 2.94560 -3.98486 -2.99798
C: 0.55711 6.80315 -6.04379
C: 2.40898 6.06625 -4.66950
C: 1.41201 4.56237 -6.28570
H: 0.20211 -6.06769 4.13371
N: 1.16178 -0.29705 1.87497
N: -2.11948 -0.93869 1.42183
C: -4.75412 -0.21368 -2.13108
H: 0.40848 -5.71229 0.00779
H: 3.08605 -3.35149 -1.35107
C: -3.88166 -1.27896 3.22073
C: -0.52903 3.76617 -1.60060
C: 0.22005 -4.66699 0.19635
N: -0.38484 -2.77378 1.15781
C: 4.32331 3.42912 -2.38272
N: 3.48576 6.44175 -3.85450
H: -5.09434 -2.92236 2.49847
H: -1.43861 1.05956 5.17171
C: -3.57024 0.55294 -1.52970
C: 2.46537 1.84963 -2.20226
H: -1.43836 -6.64342 1.56180
H: 4.36893 0.04784 3.97503
C: 0.45704 -3.57560 -0.65729
N: -2.02016 -0.43075 0.16973
H: -1.54206 3.51734 -1.29860
H: -1.42860 -2.27466 3.04611
H: 2.08102 0.60267 4.88960
C: 0.52013 5.55853 -6.64601
H: 4.46919 1.39498 0.49086
H: -3.88102 1.59412 -1.38409
H: -3.06822 -1.14703 3.93361
C: 0.48438 -5.55253 3.21239
C: -4.14051 -0.25127 0.86637
C: 0.40709 -0.49956 3.95728
H: -1.44968 1.38901 1.37444
H: 2.72773 1.58541 0.30613
H: -1.13163 -4.16421 3.31312
C: 0.30225 -1.81131 6.07405
C: -5.05028 -0.41263 3.69492
H: -5.28219 -0.63995 4.73702
H: 1.37865 3.59612 -6.76994
H: 3.37750 1.92461 2.65750
H: 0.90929 -6.28229 2.52104
C: -2.38786 0.52663 -2.49170
N: 0.16952 -0.78798 2.65334
H: -2.68057 0.94044 -3.45863
H: -0.05174 0.94120 6.26170
C: 1.04388 -3.57340 -2.03762
H: 5.38669 3.62357 -2.46698
C: -0.16248 5.09485 -1.85319
H: -4.79947 0.64545 3.61648
H: -1.33577 -1.39476 4.78176
C: -0.91010 0.39988 5.86113
C: -3.39756 -0.83753 1.86975
H: -0.32621 -2.08117 6.92632
H: 0.64884 -4.44556 -3.98282
H: -5.94321 -0.60157 3.09613
O: -1.14312 2.29760 1.50407
Br: -0.75062 5.22462 -8.02570
B: -0.95877 -1.70654 2.11448

Summary:
LUMO	1.89	eV
HOMO level	-4.5	eV
ΔE to the lowest compared entry with this formula, charge and spin	10.1	kJ/mol
total charge	-1
orbital gap	6.43	eV
molar mass	921.82	g/mol

Below is a 7-piece molecular cluster, C43H57F5N8O2P overall, with properties calculated with ωB97M-V/def2-TZVPD.

Cartesian coordinates (Å):
P: 1.28414 -2.48835 -3.25640
H: -3.62465 -3.24395 -4.18664
H: -2.28510 -0.76399 -1.59386
H: -0.84272 0.45729 -3.09400
C: 3.81219 1.26578 -3.39283
N: 5.66094 -3.74420 1.21068
C: 0.68927 -0.88006 -1.00484
H: -0.17478 -1.74228 -8.08853
C: 2.15267 0.52606 3.43078
C: 1.50838 0.17151 -3.03216
C: -2.81204 1.60500 0.75242
C: -1.14702 -2.13053 -8.37504
H: -2.86629 -0.92699 -3.28352
C: -2.19692 -2.87027 -2.54284
C: -2.02958 -1.29657 -2.57980
C: -3.62115 -3.07425 -8.98330
H: 4.61878 1.94509 5.24742
N: -4.06155 2.07873 0.62830
H: -5.24791 2.11455 6.91115
H: -1.71246 4.48140 7.44374
C: 6.04787 -4.08429 2.44935
C: -7.74949 4.82684 3.32973
H: 3.06034 2.13218 -3.46559
C: 3.03531 -0.16344 -3.32121
C: 7.22971 -0.52727 -1.77001
C: -7.38441 7.00736 4.24107
C: 3.64074 -2.85615 2.16967
H: 3.23564 -0.64708 -4.34045
N: -1.39458 2.50184 6.99671
C: 1.14783 0.66356 4.37558
H: -2.33534 1.77124 4.08098
C: -0.69962 -0.68147 -3.13796
H: -7.17577 3.23457 4.66419
N: 2.50454 -3.16211 -2.44407
O: 6.75814 0.27978 -2.86550
H: 8.30593 -0.28223 -1.45797
H: 6.88726 1.82445 -1.46190
C: -4.68480 2.44168 1.76123
H: -5.69405 2.81923 1.63342
H: 7.35604 -2.78793 -1.38469
C: -2.60471 -3.20379 -9.91783
H: 4.54326 1.26402 -4.25802
F: -0.13283 0.24454 -0.66858
C: 3.42656 0.98802 3.72752
H: -4.61941 -3.43915 -9.18807
H: 4.44932 2.52902 -1.59615
H: 1.72622 -2.24515 -4.61075
C: -2.21015 3.54040 7.23384
H: -1.94963 -2.87773 -4.83663
H: -3.15005 -3.09271 -1.94233
H: 1.94581 0.06308 2.47196
C: 4.06396 -3.21995 3.43954
H: -0.56347 -0.93107 -4.25270
H: 0.14166 0.31346 4.17793
H: -6.54017 6.97534 6.22327
H: -3.76358 0.15836 6.46437
C: -2.81944 1.85787 3.11462
H: -0.52376 -2.80633 -10.31736
H: -1.14447 1.08318 2.00176
H: 0.70687 1.39830 6.35216
C: -4.11004 2.35245 3.01952
H: 6.05675 -2.22102 -2.60283
H: -3.06466 -5.29924 -3.57875
F: 0.46028 -3.33958 -0.34818
O: -2.35043 -4.88109 -4.10674
F: 1.95043 -0.48515 -0.49201
H: 4.57734 0.70203 -1.28255
C: 6.27947 1.56743 -2.40424
C: -3.32714 -2.46317 -7.77582
C: -6.89478 6.39039 5.38098
H: 7.80812 -2.24615 -3.12227
C: -3.34791 1.13316 6.68729
H: -7.42446 8.08691 4.17182
C: -3.59328 3.45201 7.21588
C: -1.97656 1.32288 6.73055
H: 4.23565 0.89747 3.01343
H: -1.29257 0.50019 6.54500
N: 0.63787 -0.99346 -2.46611
C: 3.63929 1.57128 4.96731
N: -6.81821 5.06032 5.53722
H: 1.48014 1.09218 -2.37563
H: 2.68886 -2.36300 2.01644
H: 6.59187 -0.42245 -0.82535
F: 0.83657 -1.81044 1.20203
C: 4.46894 -3.14006 1.09555
H: -4.65687 2.66127 3.90172
H: 3.32541 -3.19148 -3.08094
H: -4.20472 4.32290 7.41499
H: 0.30264 -3.53099 -3.36886
H: 3.55866 -0.72660 -2.47256
H: 5.65411 -4.14648 4.56237
C: -2.50283 -3.44795 -4.02648
C: 5.29180 -3.84792 3.58694
H: -8.07881 4.17039 2.53401
H: -2.33077 1.32084 -0.17826
C: -4.16908 2.22244 6.93574
H: 7.01638 -4.56923 2.51381
C: 4.70226 1.52376 -2.05918
C: 0.18949 -2.02859 -0.04759
F: -1.17428 -1.97572 0.31396
H: 6.52431 2.39759 -3.15670
H: -4.08973 -2.33591 -7.01453
H: -2.79574 -3.67519 -10.87515
H: -1.36982 -3.46211 -2.04784
N: -2.11287 -1.99070 -7.45342
H: 1.09941 0.50870 -4.05123
C: -7.81879 6.20558 3.19646
C: -2.15380 1.47474 1.96160
H: 3.44353 -3.01594 4.30524
C: -7.24690 4.30698 4.51146
C: -1.34034 -2.72265 -9.61172
N: 2.68401 1.71956 5.89784
C: 1.46141 1.26495 5.58512
H: -8.20729 6.65075 2.28737
C: 7.13059 -2.06389 -2.23070
H: 4.17965 -2.87748 0.08209

Summary:
LUMO	-3.38	eV
HOMO level	-11.1	eV
total charge	+1
orbital gap	7.77	eV
molar mass	843.95	g/mol